This record from the OMol25 dataset describes 15 unconnected molecules or ions with the total composition C75H180N10O5. The level of theory is ωB97M-V with the def2-TZVPD basis set.

Bonds (Å) are listed after each position.
CARTESIAN COORDINATES (ANGSTROEM)
1 C 15.38557 -21.54673 -9.41368  C2 1.523, H8 1.090, H9 1.090, H10 1.090
2 C 15.18690 -22.65563 -10.43917  C1 1.523, N3 1.467, H11 1.090, H12 1.090
3 N 16.46928 -23.07251 -11.01715  C2 1.467, C4 1.492, C6 1.457
4 C 17.27622 -21.99116 -11.65335  N3 1.492, C5 1.530, H13 1.090, H14 1.090
5 C 18.73113 -22.42866 -11.83320  C4 1.530, H15 1.090, H16 1.090, H17 1.090
6 C 16.32927 -24.25616 -11.85516  N3 1.457, C7 1.562, H18 1.090, H19 1.090
7 C 15.57471 -23.99137 -13.19714  C6 1.562, H20 1.090, H21 1.090, H22 1.090
8 H 14.48281 -21.53379 -8.80297  C1 1.090
9 H 15.60738 -20.56320 -9.82790  C1 1.090
10 H 16.16692 -21.84306 -8.71385  C1 1.090
11 H 14.76278 -23.55189 -9.98648  C2 1.090
12 H 14.45065 -22.31736 -11.16828  C2 1.090
13 H 16.83571 -21.64135 -12.58699  C4 1.090
14 H 17.21345 -21.08161 -11.05597  C4 1.090
15 H 18.85244 -23.07051 -12.70578  C5 1.090
16 H 19.30209 -21.50886 -11.95999  C5 1.090
17 H 19.15283 -22.90437 -10.94777  C5 1.090
18 H 15.87232 -24.98770 -11.18870  C6 1.090
19 H 17.29039 -24.68032 -12.14574  C6 1.090
20 H 15.49442 -24.92937 -13.74652  C7 1.090
21 H 16.06074 -23.26096 -13.84394  C7 1.090
22 H 14.55685 -23.64190 -13.02414  C7 1.090
23 C 24.75293 -10.69589 -13.86785  C24 1.550, H30 1.090, H31 1.090, H32 1.090
24 C 24.19223 -12.10412 -13.54320  C23 1.550, N25 1.505, H33 1.090, H34 1.090
25 N 24.92141 -12.79174 -12.42091  C24 1.505, C26 1.496, C28 1.507
26 C 24.24617 -14.09012 -12.11173  N25 1.496, C27 1.520, H35 1.090, H36 1.090
27 C 23.07505 -13.84374 -11.17430  C26 1.520, H37 1.090, H38 1.090, H39 1.090
28 C 26.36486 -12.94500 -12.82740  N25 1.507, C29 1.567, H40 1.090, H41 1.090
29 C 27.22511 -13.32265 -11.57286  C28 1.567, H42 1.090, H43 1.090, H44 1.090
30 H 24.83545 -10.14460 -12.93117  C23 1.090
31 H 24.05699 -10.19834 -14.54330  C23 1.090
32 H 25.73044 -10.71671 -14.34966  C23 1.090
33 H 23.14203 -12.07373 -13.25292  C24 1.090
34 H 24.28010 -12.71602 -14.44096  C24 1.090
35 H 23.95168 -14.65389 -12.99691  C26 1.090
36 H 24.96089 -14.69563 -11.55439  C26 1.090
37 H 23.43987 -13.57762 -10.18223  C27 1.090
38 H 22.41500 -13.06085 -11.54780  C27 1.090
39 H 22.49975 -14.76944 -11.18878  C27 1.090
40 H 26.82388 -12.05386 -13.25550  C28 1.090
41 H 26.42957 -13.78331 -13.52104  C28 1.090
42 H 26.92770 -14.25290 -11.08884  C29 1.090
43 H 27.06240 -12.53632 -10.83577  C29 1.090
44 H 28.30446 -13.40753 -11.69898  C29 1.090
45 C 23.17380 -8.52854 -7.64656  C46 1.513, H52 1.090, H53 1.090, H54 1.090
46 C 22.52334 -9.07951 -8.89660  C45 1.513, N47 1.471, H55 1.090, H56 1.090
47 N 21.17584 -8.49046 -8.93074  C46 1.471, C48 1.485, C50 1.479
48 C 20.27266 -9.43153 -8.22138  N47 1.485, C49 1.572, H57 1.090, H58 1.090
49 C 18.84411 -8.82037 -7.98325  C48 1.572, H59 1.090, H60 1.090, H61 1.090
50 C 20.68409 -8.37151 -10.32011  N47 1.479, C51 1.531, H62 1.090, H63 1.090
51 C 21.31809 -7.09329 -10.87519  C50 1.531, H64 1.090, H65 1.090, H66 1.090
52 H 24.24915 -8.70669 -7.64818  C45 1.090
53 H 22.82154 -8.97487 -6.71662  C45 1.090
54 H 23.11660 -7.45156 -7.48864  C45 1.090
55 H 23.11303 -8.70246 -9.73219  C46 1.090
56 H 22.62339 -10.16206 -8.97507  C46 1.090
57 H 20.23448 -10.38531 -8.74764  C48 1.090
58 H 20.65859 -9.64763 -7.22516  C48 1.090
59 H 18.32241 -9.38153 -7.20799  C49 1.090
60 H 18.85804 -7.80570 -7.58531  C49 1.090
61 H 18.19226 -8.83426 -8.85675  C49 1.090
62 H 19.60150 -8.25322 -10.36624  C50 1.090
63 H 20.94846 -9.16347 -11.02083  C50 1.090
64 H 21.10734 -6.37825 -10.07996  C51 1.090
65 H 20.83214 -6.83318 -11.81556  C51 1.090
66 H 22.39303 -7.20266 -11.01886  C51 1.090
67 C 26.12844 -23.04315 -4.33686  C68 1.508, H74 1.090, H75 1.090, H76 1.090
68 C 25.03121 -22.21883 -4.96295  C67 1.508, N69 1.491, H77 1.090, H78 1.090
69 N 25.46882 -21.07405 -5.81199  C68 1.491, C70 1.472, C72 1.471
70 C 24.28239 -20.43327 -6.40243  N69 1.472, C71 1.538, H79 1.090, H80 1.090
71 C 24.53385 -19.39684 -7.51048  C70 1.538, H81 1.090, H82 1.090, H83 1.090
72 C 26.42018 -20.13410 -5.19833  N69 1.471, C73 1.563, H84 1.090, H85 1.090
73 C 25.92338 -19.44832 -3.88443  C72 1.563, H86 1.090, H87 1.090, H88 1.090
74 H 25.75680 -23.93032 -3.82411  C67 1.090
75 H 26.78949 -22.56503 -3.61401  C67 1.090
76 H 26.79082 -23.40903 -5.12138  C67 1.090
77 H 24.51129 -22.90928 -5.62709  C68 1.090
78 H 24.34758 -21.95996 -4.15442  C68 1.090
79 H 23.63095 -19.99606 -5.64575  C70 1.090
80 H 23.65407 -21.23576 -6.78888  C70 1.090
81 H 23.56853 -19.18080 -7.96830  C71 1.090
82 H 25.09486 -19.69565 -8.39597  C71 1.090
83 H 24.88697 -18.46595 -7.06682  C71 1.090
84 H 27.35548 -20.64370 -4.96674  C72 1.090
85 H 26.73067 -19.37587 -5.91720  C72 1.090
86 H 25.74554 -20.22262 -3.13816  C73 1.090
87 H 26.69416 -18.76198 -3.53380  C73 1.090
88 H 25.02867 -18.87312 -4.12263  C73 1.090
89 C 19.08322 -16.81187 -14.42448  C90 1.578, H96 1.090, H97 1.090, H98 1.090
90 C 17.54558 -16.70463 -14.76344  C89 1.578, N91 1.478, H99 1.090, H100 1.090
91 N 16.80934 -15.71671 -13.94650  C90 1.478, C92 1.520, C94 1.455
92 C 15.32318 -15.86488 -14.23161  N91 1.520, C93 1.513, H101 1.090, H102 1.090
93 C 14.76004 -17.10587 -13.57467  C92 1.513, H103 1.090, H104 1.090, H105 1.090
94 C 17.31400 -14.36871 -14.16094  N91 1.455, C95 1.527, H106 1.090, H107 1.090
95 C 16.73181 -13.42176 -13.11411  C94 1.527, H108 1.090, H109 1.090, H110 1.090
96 H 19.25497 -16.89147 -13.35104  C89 1.090
97 H 19.61390 -15.90398 -14.71121  C89 1.090
98 H 19.64078 -17.57236 -14.97118  C89 1.090
99 H 17.46320 -16.50935 -15.83263  C90 1.090
100 H 17.18248 -17.69608 -14.49273  C90 1.090
101 H 14.83181 -14.99622 -13.79330  C92 1.090
102 H 15.06608 -15.83864 -15.29054  C92 1.090
103 H 15.17397 -17.19120 -12.56994  C93 1.090
104 H 13.68662 -16.94286 -13.47825  C93 1.090
105 H 14.94755 -18.00504 -14.16156  C93 1.090
106 H 17.08974 -13.96324 -15.14755  C94 1.090
107 H 18.40014 -14.28870 -14.11641  C94 1.090
108 H 15.67432 -13.19364 -13.24744  C95 1.090
109 H 17.21304 -12.44379 -13.12352  C95 1.090
110 H 16.83973 -13.79399 -12.09534  C95 1.090
111 C 7.89301 -19.18520 -8.73182  C112 1.512, H118 1.090, H119 1.090, H120 1.090
112 C 8.34551 -18.05923 -7.82945  C111 1.512, N113 1.467, H121 1.090, H122 1.090
113 N 7.41432 -16.92935 -7.74390  C112 1.467, C114 1.472, C116 1.511
114 C 7.22084 -16.29768 -9.05895  N113 1.472, C115 1.543, H123 1.090, H124 1.090
115 C 8.50958 -15.89005 -9.80300  C114 1.543, H125 1.090, H126 1.090, H127 1.090
116 C 6.12576 -17.27557 -7.03514  N113 1.511, C117 1.570, H128 1.090, H129 1.090
117 C 5.36699 -15.97599 -6.58896  C116 1.570, H130 1.090, H131 1.090, H132 1.090
118 H 7.40981 -18.83400 -9.64356  C111 1.090
119 H 7.15603 -19.79330 -8.20722  C111 1.090
120 H 8.69690 -19.84046 -9.06720  C111 1.090
121 H 8.55773 -18.38759 -6.81200  C112 1.090
122 H 9.36115 -17.73534 -8.05678  C112 1.090
123 H 6.59729 -16.94616 -9.67440  C114 1.090
124 H 6.65694 -15.38192 -8.88144  C114 1.090
125 H 9.10851 -16.72783 -10.16006  C115 1.090
126 H 8.26908 -15.28804 -10.67926  C115 1.090
127 H 9.18440 -15.31200 -9.17166  C115 1.090
128 H 6.40005 -17.87716 -6.16857  C116 1.090
129 H 5.53765 -17.82638 -7.76918  C116 1.090
130 H 5.91110 -15.35792 -5.87478  C117 1.090
131 H 4.36157 -16.23060 -6.25366  C117 1.090
132 H 5.30643 -15.34625 -7.47658  C117 1.090
133 C 17.84493 -17.83042 1.75967  C134 1.519, H140 1.090, H141 1.090, H142 1.090
134 C 19.16502 -18.57298 1.87187  C133 1.519, N135 1.466, H143 1.090, H144 1.090
135 N 19.62288 -19.08698 0.57737  C134 1.466, C136 1.468, C138 1.502
136 C 19.57245 -18.11043 -0.51808  N135 1.468, C137 1.569, H145 1.090, H146 1.090
137 C 20.60400 -16.92932 -0.47117  C136 1.569, H147 1.090, H148 1.090, H149 1.090
138 C 20.89769 -19.86765 0.72698  N135 1.502, C139 1.554, H150 1.090, H151 1.090
139 C 21.25392 -20.71828 -0.52335  C138 1.554, H152 1.090, H153 1.090, H154 1.090
140 H 17.06748 -18.44024 1.29947  C133 1.090
141 H 17.96451 -16.91219 1.18463  C133 1.090
142 H 17.39985 -17.57430 2.72113  C133 1.090
143 H 19.97493 -17.92510 2.20711  C134 1.090
144 H 18.88899 -19.30070 2.63498  C134 1.090
145 H 19.75196 -18.75838 -1.37600  C136 1.090
146 H 18.58584 -17.73731 -0.79280  C136 1.090
147 H 21.63303 -17.19812 -0.23253  C137 1.090
148 H 20.64696 -16.45241 -1.45035  C137 1.090
149 H 20.38794 -16.25548 0.35790  C137 1.090
150 H 20.78987 -20.54985 1.57023  C138 1.090
151 H 21.70465 -19.15545 0.89922  C138 1.090
152 H 20.51290 -21.50571 -0.66098  C139 1.090
153 H 22.21400 -21.23148 -0.46879  C139 1.090
154 H 21.24699 -20.16802 -1.46424  C139 1.090
155 C 18.07255 -17.02269 -7.01896  C156 1.526, H162 1.090, H163 1.090, H164 1.090
156 C 17.60063 -15.62746 -7.41701  C155 1.526, N157 1.448, H165 1.090, H166 1.090
157 N 16.69249 -15.06809 -6.43839  C156 1.448, C158 1.486, C160 1.454
158 C 15.81812 -14.14698 -7.20979  N157 1.486, C159 1.561, H167 1.090, H168 1.090
159 C 14.68707 -14.93971 -7.93817  C158 1.561, H169 1.090, H170 1.090, H171 1.090
160 C 17.32107 -14.52021 -5.24670  N157 1.454, C161 1.530, H172 1.090, H173 1.090
161 C 16.37490 -14.68509 -4.05625  C160 1.530, H174 1.090, H175 1.090, H176 1.090
162 H 18.83413 -17.01476 -6.23919  C155 1.090
163 H 18.47634 -17.50773 -7.90766  C155 1.090
164 H 17.21267 -17.64594 -6.77348  C155 1.090
165 H 18.43475 -14.93312 -7.51822  C156 1.090
166 H 17.21420 -15.75082 -8.42872  C156 1.090
167 H 16.34198 -13.40746 -7.81539  C158 1.090
168 H 15.30533 -13.53541 -6.46741  C158 1.090
169 H 14.07250 -14.30186 -8.57345  C159 1.090
170 H 13.94648 -15.43740 -7.31213  C159 1.090
171 H 15.05705 -15.75178 -8.56408  C159 1.090
172 H 18.25986 -15.03543 -5.04338  C160 1.090
173 H 17.61734 -13.48324 -5.40490  C160 1.090
174 H 16.83860 -14.52767 -3.08244  C161 1.090
175 H 15.53976 -13.99550 -4.17918  C161 1.090
176 H 16.00219 -15.70572 -3.96948  C161 1.090
177 C 17.02107 -26.97978 -6.67067  C178 1.563, H184 1.090, H185 1.090, H186 1.090
178 C 18.07382 -27.22176 -5.54100  C177 1.563, N179 1.449, H187 1.090, H188 1.090
179 N 19.37245 -26.65213 -5.83765  C178 1.449, C180 1.505, C182 1.479
180 C 19.36304 -25.23500 -6.34481  N179 1.505, C181 1.545, H189 1.090, H190 1.090
181 C 19.11951 -24.13693 -5.28631  C180 1.545, H191 1.090, H192 1.090, H193 1.090
182 C 20.35955 -26.84172 -4.75322  N179 1.479, C183 1.496, H194 1.090, H195 1.090
183 C 20.70242 -28.28611 -4.56989  C182 1.496, H196 1.090, H197 1.090, H198 1.090
184 H 16.61321 -25.97081 -6.60968  C177 1.090
185 H 16.18829 -27.67557 -6.56842  C177 1.090
186 H 17.43007 -27.04323 -7.67903  C177 1.090
187 H 17.68848 -26.73453 -4.64534  C178 1.090
188 H 18.23313 -28.29895 -5.49233  C178 1.090
189 H 20.29719 -24.90079 -6.79622  C180 1.090
190 H 18.56773 -25.15166 -7.08551  C180 1.090
191 H 18.99644 -23.15293 -5.73875  C181 1.090
192 H 18.17641 -24.33626 -4.77746  C181 1.090
193 H 19.99211 -24.03800 -4.64066  C181 1.090
194 H 20.14381 -26.39843 -3.78108  C182 1.090
195 H 21.24739 -26.31778 -5.10723  C182 1.090
196 H 19.89632 -28.84470 -4.09420  C183 1.090
197 H 21.62145 -28.34288 -3.98658  C183 1.090
198 H 20.97340 -28.65110 -5.56058  C183 1.090
199 C 20.34394 -11.15815 -0.33407  C200 1.532, H206 1.090, H207 1.090, H208 1.090
200 C 19.63799 -11.10534 1.02413  C199 1.532, N201 1.452, H209 1.090, H210 1.090
201 N 20.39980 -10.51606 2.11130  C200 1.452, C202 1.462, C204 1.480
202 C 21.57216 -11.35033 2.36747  N201 1.462, C203 1.524, H211 1.090, H212 1.090
203 C 22.55047 -10.69880 3.33759  C202 1.524, H213 1.090, H214 1.090, H215 1.090
204 C 19.55984 -10.37729 3.32220  N201 1.480, C205 1.556, H216 1.090, H217 1.090
205 C 18.51690 -9.23069 3.19111  C204 1.556, H218 1.090, H219 1.090, H220 1.090
206 H 19.65201 -11.50506 -1.10151  C199 1.090
207 H 21.17716 -11.86079 -0.32237  C199 1.090
208 H 20.66977 -10.16669 -0.64864  C199 1.090
209 H 18.78132 -10.46019 0.82916  C200 1.090
210 H 19.12500 -12.04931 1.20819  C200 1.090
211 H 21.31851 -12.36463 2.67565  C202 1.090
212 H 22.20147 -11.46143 1.48443  C202 1.090
213 H 22.46872 -9.61282 3.38289  C203 1.090
214 H 22.36661 -11.08725 4.33930  C203 1.090
215 H 23.60461 -10.92134 3.17211  C203 1.090
216 H 20.23083 -10.17854 4.15788  C204 1.090
217 H 19.03209 -11.32027 3.46495  C204 1.090
218 H 17.82463 -9.23176 2.34915  C205 1.090
219 H 19.10254 -8.31180 3.16355  C205 1.090
220 H 17.87345 -9.18484 4.06972  C205 1.090
221 C 10.21454 -8.00536 -8.45356  C222 1.535, H225 1.090, H226 1.090, H227 1.090
222 C 10.60700 -9.47572 -8.65639  C221 1.535, O223 1.264, C224 1.477
223 O 10.95011 -9.86529 -9.80874  C222 1.264
224 C 10.49478 -10.42748 -7.53285  C222 1.477, H228 1.090, H229 1.090, H230 1.090
225 H 10.98575 -7.52240 -7.85350  C221 1.090
226 H 9.18287 -7.93148 -8.10959  C221 1.090
227 H 10.24321 -7.62898 -9.47611  C221 1.090
228 H 9.69006 -10.09849 -6.87539  C224 1.090
229 H 11.42703 -10.51332 -6.97461  C224 1.090
230 H 10.30638 -11.42765 -7.92307  C224 1.090
231 C 14.71516 -9.12968 -1.82224  C232 1.513, H235 1.090, H236 1.090, H237 1.090
232 C 13.43535 -8.44886 -2.25460  C231 1.513, O233 1.216, C234 1.505
233 O 12.93268 -8.62861 -3.34735  C232 1.216
234 C 12.80513 -7.50689 -1.26488  C232 1.505, H238 1.090, H239 1.090, H240 1.090
235 H 15.29206 -8.33650 -1.34669  C231 1.090
236 H 15.12241 -9.46993 -2.77433  C231 1.090
237 H 14.52264 -10.01244 -1.21252  C231 1.090
238 H 13.47458 -6.90115 -0.65413  C234 1.090
239 H 12.17922 -8.07417 -0.57603  C234 1.090
240 H 12.16821 -6.79103 -1.78447  C234 1.090
241 C 15.18237 -20.41540 -3.00050  C242 1.546, H245 1.090, H246 1.090, H247 1.090
242 C 13.94096 -19.49494 -2.96426  C241 1.546, O243 1.215, C244 1.498
243 O 13.47944 -19.11086 -1.90807  C242 1.215
244 C 13.30768 -19.19920 -4.28886  C242 1.498, H248 1.090, H249 1.090, H250 1.090
245 H 14.79766 -21.40688 -3.23937  C241 1.090
246 H 15.70791 -20.27428 -2.05604  C241 1.090
247 H 15.90406 -20.08591 -3.74796  C241 1.090
248 H 14.04962 -18.89526 -5.02728  C244 1.090
249 H 12.62174 -18.35801 -4.18901  C244 1.090
250 H 12.73767 -20.03326 -4.69816  C244 1.090
251 C 12.89732 -11.75987 2.54231  C252 1.515, H255 1.090, H256 1.090, H257 1.090
252 C 13.56466 -12.98333 1.94822  C251 1.515, O253 1.233, C254 1.524
253 O 14.72252 -12.95142 1.52626  C252 1.233
254 C 12.77361 -14.28566 1.91439  C252 1.524, H258 1.090, H259 1.090, H260 1.090
255 H 12.26191 -12.10042 3.35986  C251 1.090
256 H 12.29536 -11.28895 1.76516  C251 1.090
257 H 13.64028 -11.06368 2.93145  C251 1.090
258 H 13.32705 -14.98461 1.28726  C254 1.090
259 H 11.72942 -14.12879 1.64389  C254 1.090
260 H 12.78566 -14.72843 2.91033  C254 1.090
261 C 9.09768 -15.96351 -1.95466  C262 1.550, H265 1.090, H266 1.090, H267 1.090
262 C 9.58558 -14.52732 -2.27382  C261 1.550, O263 1.232, C264 1.510
263 O 8.85392 -13.53898 -2.20430  C262 1.232
264 C 11.06240 -14.36888 -2.54333  C262 1.510, H268 1.090, H269 1.090, H270 1.090
265 H 8.95489 -16.64855 -2.79039  C261 1.090
266 H 8.11329 -15.90815 -1.48991  C261 1.090
267 H 9.72830 -16.45591 -1.21441  C261 1.090
268 H 11.42816 -13.42586 -2.13709  C264 1.090
269 H 11.25954 -14.36166 -3.61532  C264 1.090
270 H 11.69303 -15.13335 -2.08946  C264 1.090

Its HOMO-LUMO gap is 8.176 eV. The calculation puts the molar mass at 1302.3 g mol⁻¹.